An isolated molecule of C16H21N3O3 at a distorted geometry, computed with ωB97M-V/def2-TZVPD.

Output
* highest occupied orbital energy: -0.307 hartree
* HOMO-LUMO gap: 8.781 eV
* SMILES: CC(C)[C@H](NC(=O)[C@@H](N)Cc1c[nH]c2ccccc12)C(=O)O
* LUMO: 0.4 eV
* total charge: 0
* relative energy (zero: lowest compared OMol25 entry of this formula, charge and spin): 355.9 kJ/mol

Each atom is followed by the atoms it is bonded to, with distances in Å.
Atoms and positions in Å:
1 C 0.52 1.76 1.79  C2 1.483, C3 1.549, H19 1.099, N38 1.458
2 C 1.99 1.54 1.73  C1 1.483, N40 1.395, O41 1.216
3 C 0.00 2.14 0.38  C1 1.549, C4 1.490, H20 1.072, H21 1.124
4 C -1.16 1.26 0.10  C3 1.490, C5 1.432, C6 1.435
5 C -1.81 0.50 1.11  C4 1.432, H22 1.066, N39 1.412
6 C -1.73 0.84 -1.15  C4 1.435, C7 1.420, C8 1.396
7 C -2.78 -0.09 -0.90  C6 1.420, C9 1.412, N39 1.414
8 C -1.57 1.34 -2.45  C6 1.396, C10 1.388, H24 1.047
9 C -3.62 -0.65 -1.88  C7 1.412, C11 1.355, H25 1.165
10 C -2.40 0.85 -3.45  C8 1.388, C11 1.498, H26 1.083
11 C -3.51 -0.10 -3.12  C9 1.355, C10 1.498, H27 1.111
12 C 1.49 -0.69 0.86  C13 1.606, C14 1.505, H29 1.101, N40 1.381
13 C 0.86 -1.51 2.09  C12 1.606, O42 1.210, O43 1.334
14 C 2.28 -1.64 0.00  C12 1.505, C15 1.485, C16 1.482, H30 1.125
15 C 1.48 -2.84 -0.37  C14 1.485, H31 1.136, H32 1.123, H33 1.084
16 C 2.79 -1.04 -1.25  C14 1.482, H34 1.118, H35 1.121, H36 1.075
17 H -0.13 2.60 3.56  N38 1.020
18 H 0.92 3.54 2.72  N38 1.062
19 H -0.01 0.83 2.04  C1 1.099
20 H -0.12 3.21 0.40  C3 1.072
21 H 0.75 1.90 -0.43  C3 1.124
22 H -1.85 0.44 2.18  C5 1.066
23 H -3.20 -1.25 0.88  N39 1.094
24 H -0.87 2.07 -2.70  C8 1.047
25 H -4.36 -1.53 -1.70  C9 1.165
26 H -2.15 1.23 -4.43  C10 1.083
27 H -4.20 -0.40 -3.93  C11 1.111
28 H 3.46 0.11 1.10  N40 1.107
29 H 0.61 -0.40 0.26  C12 1.101
30 H 3.24 -1.89 0.53  C14 1.125
31 H 1.36 -3.54 0.51  C15 1.136
32 H 0.55 -2.61 -0.96  C15 1.123
33 H 1.92 -3.51 -1.09  C15 1.084
34 H 2.01 -0.47 -1.82  C16 1.118
35 H 3.10 -1.80 -2.01  C16 1.121
36 H 3.62 -0.36 -1.11  C16 1.075
37 H -0.93 -1.63 1.14  O43 0.950
38 N 0.10 2.88 2.61  C1 1.458, H17 1.020, H18 1.062
39 N -2.80 -0.31 0.50  C5 1.412, C7 1.414, H23 1.094
40 N 2.38 0.29 1.25  C2 1.395, C12 1.381, H28 1.107
41 O 2.79 2.43 1.97  C2 1.216
42 O 1.39 -1.59 3.17  C13 1.210
43 O -0.39 -1.92 1.87  C13 1.334, H37 0.950